# 1
C9H12Cl2IrN2O4Ru | the ωB97M-V functional and the def2-TZVPD basis

Output
**<S²>**: 24.810
**Charge**: +4
**Largest force on an atom**: 11.48 eV Å⁻¹
**Spin multiplicity**: 10
**Lowest unoccupied orbital energy (spin up / spin down)**: -14.94 / -18.95 eV
**HOMO-LUMO gap (spin up / spin down)**: 7.04 / 5.34 eV
**HOMO energy (spin up / spin down)**: -0.8076 / -0.8926 Ha

Last column: Löwdin charge in e.
Geometry (Å):
Ru  3.440  -1.123  -0.172  0.86
Ir  -0.168  -2.330  0.738  1.24
Cl  5.359  -0.254  0.615  0.34
Cl  0.066  -3.475  2.672  0.52
C  0.359  -3.781  -0.268  -0.29
C  3.535  -1.150  -1.971  -0.26
C  3.477  -2.920  0.078  -0.30
O  0.721  -4.678  -0.917  0.26
O  3.564  -1.199  -3.145  0.22
O  3.540  -4.084  0.185  0.20
C  -0.146  1.279  -2.336  0.10
N  -0.790  1.385  -1.037  0.09
C  -1.545  2.590  -0.725  -0.04
C  -2.497  2.284  0.409  -0.09
C  -1.767  1.704  1.592  -0.06
N  -0.957  0.582  1.146  0.03
C  -0.664  -0.560  2.009  -0.13
C  -0.663  0.385  -0.147  -0.36
O  -0.256  -0.779  -0.545  -0.16
H  -0.351  0.299  -2.785  0.15
H  0.946  1.400  -2.250  0.15
H  -0.525  2.077  -2.986  0.15
H  -0.884  3.421  -0.434  0.20
H  -2.082  2.910  -1.624  0.18
H  -3.238  1.557  0.060  0.15
H  -3.054  3.181  0.689  0.17
H  -2.475  1.348  2.341  0.17
H  -1.159  2.484  2.064  0.18
H  0.419  -0.874  1.858  0.06
H  -0.758  -0.311  3.063  0.16
H  -1.447  -1.366  1.821  0.10

=====

# 2
C9H12F6N6ORuS2Sb | the ωB97M-V functional and the def2-TZVPD basis

Output
**Charge**: +1
**Largest force on an atom**: 2.36 eV Å⁻¹
**Lowest unoccupied orbital energy (spin up / spin down)**: -6.23 / -6.23 eV
**HOMO-LUMO gap (spin up / spin down)**: 5.05 / 5.03 eV
**HOMO energy (spin up / spin down)**: -0.4145 / -0.4138 Ha

Last column: Löwdin charge in e.
Geometry (Å):
Ru  0.558  -0.657  -0.866  0.81
N  3.634  1.154  -3.285  0.14
C  2.731  0.682  -2.437  -0.79
S  1.966  -0.826  -2.717  0.66
N  2.502  1.482  -1.365  0.06
N  1.567  1.029  -0.545  -0.16
C  1.334  1.840  0.509  -0.01
C  0.365  1.682  1.489  -0.10
C  0.318  2.699  2.501  -0.02
C  -0.630  2.691  3.464  -0.03
C  -1.613  1.660  3.478  -0.01
C  -1.616  0.669  2.549  0.01
C  -0.632  0.631  1.528  -0.29
O  -0.690  -0.331  0.676  -0.17
H  3.868  0.652  -4.124  0.12
H  4.061  2.049  -3.104  0.13
H  1.974  2.713  0.549  0.14
H  1.062  3.484  2.466  0.13
H  -0.657  3.467  4.216  0.12
H  -2.378  1.674  4.244  0.12
H  -2.372  -0.104  2.537  0.13
N  -0.673  -2.390  -1.085  -0.05
N  -0.163  -3.522  -0.424  -0.02
C  0.966  -3.453  0.292  -0.76
N  1.353  -4.540  0.949  0.13
S  1.934  -2.044  0.354  0.71
H  -1.572  -2.083  -0.650  0.11
H  -0.868  -2.621  -2.058  0.13
H  -0.743  -4.349  -0.407  0.17
H  0.844  -5.409  0.920  0.13
H  2.207  -4.512  1.482  0.12
F  -0.802  0.309  -2.037  -0.51
Sb  -2.798  0.999  -1.565  1.54
F  -1.627  2.261  -0.809  -0.32
F  -3.564  0.787  0.144  -0.34
F  -4.090  2.299  -1.926  -0.33
F  -2.942  -0.912  -1.514  -0.36
F  -2.813  0.838  -3.428  -0.33

=====

# 3
C9H12FNNaO | the ωB97M-V functional and the def2-TZVPD basis

Output
**Charge**: +1
**Largest force on an atom**: 1.66 eV Å⁻¹
**Lowest unoccupied orbital energy**: -5.28 eV
**HOMO-LUMO gap**: 6.85 eV
**HOMO energy**: -0.4459 Ha

Last column: Löwdin charge in e.
Geometry (Å):
C  -1.297  1.644  1.904  0.12
C  -1.549  0.827  1.058  -0.08
C  -1.907  -0.179  0.028  -0.25
C  -2.095  0.280  -1.418  -0.02
C  -1.419  -0.862  -2.219  -0.48
O  -1.283  -0.876  -3.407  0.11
N  -1.035  -1.840  -1.313  0.10
C  -0.683  -1.160  -0.058  -0.25
C  0.658  -0.410  -0.276  -0.14
C  1.623  -0.484  0.918  -0.15
C  2.705  0.591  0.737  -0.24
F  3.137  0.642  -0.550  0.00
H  -1.006  2.345  2.643  0.02
H  -2.745  -0.752  0.419  0.15
H  -1.679  1.261  -1.616  0.13
H  -3.118  0.230  -1.786  0.13
H  -0.391  -2.538  -1.653  0.15
H  -0.717  -1.818  0.805  0.15
H  0.505  0.627  -0.575  0.12
H  1.161  -0.893  -1.110  0.13
H  2.113  -1.452  1.004  0.13
H  1.105  -0.262  1.854  0.11
H  3.551  0.465  1.414  0.13
H  2.185  1.562  0.906  0.06
Na  2.179  3.052  2.294  0.87

=====

# 4
C9H12N | the ωB97M-V functional and the def2-TZVPD basis

Output
**Charge**: +1
**Largest force on an atom**: 5.13 eV Å⁻¹
**Lowest unoccupied orbital energy**: -5.98 eV
**HOMO-LUMO gap**: 6.91 eV
**HOMO energy**: -0.4737 Ha

Last column: Löwdin charge in e.
Geometry (Å):
C  0.162  1.276  0.385  -0.03
C  -1.219  0.673  -0.028  -0.11
C  -1.648  -2.090  -0.038  0.01
C  2.654  0.273  0.404  -0.06
C  1.169  -1.660  -0.147  -0.11
C  1.521  0.906  -0.466  -0.14
C  -1.335  -0.636  0.179  -0.09
C  -0.319  -1.562  0.043  0.00
C  -2.339  1.687  -0.294  0.00
N  1.880  -0.502  -0.534  -0.09
H  0.295  2.404  0.438  0.14
H  0.567  0.839  1.322  0.12
H  -2.006  -2.577  -1.109  0.19
H  -2.310  -2.565  0.705  0.13
H  3.588  0.690  0.077  0.11
H  2.610  0.103  1.465  0.12
H  1.559  -2.090  0.871  0.20
H  1.242  -2.411  -0.953  0.15
H  1.758  1.439  -1.322  0.11
H  -3.213  1.132  -0.797  0.12
H  -2.697  2.132  0.649  0.11
H  -1.921  2.538  -0.850  0.09